Entry 1:
Formula: C38H40Cl3N6O6S2Sc
Source: the OMol25 dataset
Level of theory: the ωB97M-V functional and the def2-TZVPD basis

The calculation puts the HOMO energy at -7.77 eV. Its HOMO-LUMO gap is 0.267 Ha. The net charge is 0. The multiplicity is 1.

Atoms and positions in Å:
Sc  -0.0766  -0.4352  0.1684
Cl  4.9396  0.1429  5.6257
C  3.5702  -0.0057  4.5708
C  2.3023  -0.2576  5.1240
C  1.2033  -0.3693  4.3201
C  1.2899  -0.2398  2.9066
O  0.2308  -0.2895  2.1807
C  2.6023  -0.0460  2.3645
C  2.8274  -0.0416  0.9629
O  2.0056  -0.3205  0.0771
C  3.7178  0.0897  3.2205
H  2.2079  -0.3707  6.1957
H  0.2339  -0.5777  4.7511
H  3.8514  0.2022  0.6416
H  4.6987  0.2352  2.7849
Cl  -3.1557  4.7292  -3.0098
C  -4.1013  3.3555  -3.4729
C  -5.4438  3.5334  -3.7588
C  -6.2414  2.4478  -4.0685
C  -5.6967  1.1760  -4.0819
C  -4.3485  1.0076  -3.8292
Cl  -3.6985  -0.5949  -3.9155
C  -3.4914  2.0855  -3.5250
N  -2.1414  1.9328  -3.2399
C  -1.1547  2.6384  -3.9638
C  -1.4862  3.0088  -5.2690
C  -0.5682  3.5990  -6.1107
C  0.7061  3.8592  -5.6483
C  1.0325  3.5437  -4.3437
C  0.1388  2.9295  -3.4657
C  0.7171  2.6469  -2.0783
C  -0.2140  2.5667  -0.8625
O  -0.8166  3.5393  -0.4644
O  -0.2278  1.4052  -0.2553
H  -5.8555  4.5327  -3.7317
H  -7.2881  2.5906  -4.2975
H  -6.3050  0.3145  -4.3168
H  -1.8516  1.0153  -2.9294
H  -2.4872  2.7984  -5.6252
H  -0.8459  3.8382  -7.1289
H  1.4435  4.3084  -6.3004
H  2.0232  3.7835  -3.9759
H  1.4163  3.4572  -1.8661
H  1.2817  1.7109  -2.1079
O  0.0965  -4.7563  0.7507
C  -0.0696  -3.6093  0.4925
N  -0.2383  -2.4698  0.1872
C  2.5479  -5.1926  -1.6225
C  2.0424  -4.4423  -2.8491
N  1.6081  -3.0906  -2.5295
C  0.4279  -2.5082  -2.7104
S  0.3668  -0.8032  -2.6449
N  -0.6623  -3.2046  -3.0759
C  -1.1583  -4.4336  -2.4479
C  -1.9996  -5.2176  -3.4431
H  2.9023  -6.1806  -1.9158
H  1.7610  -5.3071  -0.8789
H  3.3753  -4.6497  -1.1635
H  1.2264  -4.9826  -3.3229
H  2.8544  -4.3618  -3.5767
H  2.3266  -2.4552  -2.2187
H  -1.4153  -2.5879  -3.3430
H  -1.7630  -4.1569  -1.5793
H  -0.3299  -5.0376  -2.0863
H  -2.8180  -4.5982  -3.8125
H  -2.4181  -6.1006  -2.9624
H  -1.3941  -5.5314  -4.2935
C  -3.6369  6.0656  2.1168
C  -3.1565  4.8640  1.3109
C  -3.9255  3.6125  1.7164
N  -3.4134  2.4036  1.0791
C  -2.8166  1.3456  1.5716
S  -2.7359  -0.0708  0.6151
N  -2.4062  1.2133  2.8741
C  -2.0034  2.1508  3.8292
O  -1.9679  3.3415  3.6398
C  -1.6258  1.5324  5.1327
C  -2.2338  0.3718  5.6071
C  -1.8889  -0.1330  6.8508
C  -0.9316  0.5094  7.6230
C  -0.3325  1.6722  7.1573
C  -0.6860  2.1873  5.9224
H  -3.1014  6.9634  1.8113
H  -3.4568  5.9012  3.1803
H  -4.7053  6.2397  1.9695
H  -2.0986  4.6889  1.4900
H  -3.2818  5.0450  0.2432
H  -4.9740  3.7022  1.4153
H  -3.8845  3.4985  2.7937
H  -3.5044  2.3785  0.0710
H  -2.0961  0.2683  3.0541
H  -2.9899  -0.1355  5.0210
H  -2.3725  -1.0282  7.2183
H  -0.6554  0.1047  8.5878
H  0.4065  2.1815  7.7616
H  -0.2262  3.0910  5.5453

=====

Entry 2:
Formula: C27H74O12
Source: the OMol25 dataset
Level of theory: the ωB97M-V functional and the def2-TZVPD basis

Its SMILES is CC(C)CCCOC=O.CCO.CCO.CCO.CCO.CCO.CCO.CCO.CCO.CCO.CCO. The calculation puts the HOMO energy at -9.60 eV. Its HOMO-LUMO gap is 0.373 Ha. The net charge is 0. The multiplicity is 1.

Atoms and positions in Å:
C  0.2570  1.8536  -1.5179
C  0.8383  3.1578  -2.0545
C  1.3656  2.8210  -3.4677
C  -0.1995  4.2718  -2.2106
C  -1.5884  3.6863  -2.5721
C  -2.5544  4.7327  -3.0348
O  -3.7340  4.1900  -3.6962
C  -4.0914  2.9841  -3.2475
O  -3.9717  1.9915  -3.8393
H  -0.2909  1.3815  -2.3215
H  -0.4460  1.9891  -0.7075
H  1.0258  1.1551  -1.2124
H  1.6358  3.4861  -1.4031
H  2.1135  2.0503  -3.3303
H  0.5747  2.3747  -4.0553
H  1.8000  3.6963  -3.9245
H  -0.3187  4.9031  -1.3313
H  0.0552  4.9344  -3.0285
H  -1.4224  2.9474  -3.3409
H  -1.9612  3.2394  -1.6660
H  -2.1087  5.4237  -3.7314
H  -2.9006  5.3239  -2.1949
H  -4.5309  2.9684  -2.2380
C  1.4809  -2.9002  0.1538
C  1.2423  -2.7357  -1.3349
O  1.5269  -1.3977  -1.7405
H  0.8592  -2.2037  0.7188
H  1.2514  -3.9129  0.4791
H  2.5224  -2.6780  0.4047
H  0.1990  -2.9339  -1.5802
H  1.8666  -3.4261  -1.9114
H  2.4512  -1.2160  -1.5353
C  -2.4638  -6.2199  1.7593
C  -1.5668  -5.2464  2.4962
O  -0.6954  -4.5597  1.5912
H  -1.8688  -6.9535  1.2116
H  -3.1188  -6.7436  2.4540
H  -3.0824  -5.6954  1.0267
H  -0.9407  -5.7693  3.2131
H  -2.1646  -4.5108  3.0397
H  -1.2552  -4.0854  0.9656
C  -2.6532  -3.2018  6.2984
C  -2.3342  -4.6742  6.1123
O  -1.0274  -4.8563  5.5718
H  -2.5769  -2.6742  5.3461
H  -3.6603  -3.0649  6.6970
H  -1.9430  -2.7350  6.9852
H  -3.0330  -5.1296  5.4108
H  -2.4078  -5.2067  7.0666
H  -0.3937  -4.4682  6.1854
C  5.3978  6.2396  -1.1526
C  4.6166  4.9389  -1.1694
O  3.8521  4.8106  -2.3673
H  4.7210  7.0906  -1.2411
H  5.9721  6.3410  -0.2303
H  6.0887  6.2842  -1.9977
H  3.9146  4.9052  -0.3367
H  5.2947  4.0839  -1.0866
H  4.4681  4.8265  -3.1083
C  -1.7116  -1.1203  -4.1896
C  -2.3890  -1.3769  -5.5215
O  -3.7481  -1.7685  -5.3441
H  -1.7466  -2.0134  -3.5636
H  -0.6681  -0.8293  -4.3254
H  -2.2282  -0.3246  -3.6472
H  -1.8918  -2.1847  -6.0574
H  -2.3559  -0.4788  -6.1474
H  -4.1953  -1.0492  -4.8826
C  7.5974  1.1121  0.8998
C  7.3786  1.3440  -0.5834
O  7.6749  2.6902  -0.9533
H  6.9761  1.7903  1.4856
H  7.3535  0.0852  1.1765
H  8.6379  1.3071  1.1716
H  6.3368  1.1673  -0.8469
H  8.0019  0.6644  -1.1742
H  8.5989  2.8589  -0.7380
C  -1.5783  -0.6325  2.1855
C  -2.2996  -0.8375  0.8652
O  -1.7363  -0.0384  -0.1681
H  -1.6197  0.4169  2.4803
H  -2.0246  -1.2387  2.9768
H  -0.5243  -0.9042  2.0958
H  -3.3467  -0.5494  0.9532
H  -2.2590  -1.8929  0.5673
H  -0.8090  -0.2898  -0.2690
C  -3.5818  7.0379  1.2264
C  -3.2117  5.5921  0.9515
O  -1.9160  5.4892  0.3642
H  -3.5577  7.6181  0.3034
H  -4.5794  7.1120  1.6619
H  -2.8679  7.4943  1.9163
H  -3.9142  5.1458  0.2484
H  -3.2341  5.0085  1.8777
H  -1.2835  5.8701  0.9840
C  4.9778  -4.1249  -1.5356
C  5.9682  -3.5094  -0.5665
O  5.3065  -3.0488  0.6093
H  4.2143  -3.3965  -1.8115
H  5.4747  -4.4729  -2.4425
H  4.4647  -4.9717  -1.0734
H  6.4641  -2.6502  -1.0163
H  6.7349  -4.2381  -0.2831
H  4.8760  -3.8100  1.0149
C  -6.3428  -3.4500  4.5008
C  -5.2724  -3.5805  3.4332
O  -4.7795  -4.9165  3.3479
H  -5.9487  -3.7512  5.4725
H  -6.7041  -2.4230  4.5715
H  -7.1913  -4.1011  4.2782
H  -4.4195  -2.9445  3.6687
H  -5.6652  -3.2797  2.4564
H  -5.5222  -5.4900  3.1270

=====

Entry 3:
Formula: C6H18BFeGaO5P
Source: the OMol25 dataset
Level of theory: the ωB97M-V functional and the def2-TZVPD basis

The calculation puts the HOMO energy (spin up / spin down) at -15.71 / -15.55 eV. Its expectation value of S² is 8.7893. Its HOMO-LUMO gap (spin up / spin down) is 0.285 / 0.196 Ha. The net charge is +2. The multiplicity is 6.

Atoms and positions in Å:
C  -2.7756  1.7142  1.9791
C  -2.9763  0.8063  0.7212
O  -2.0455  1.1388  -0.2262
Ga  -0.3912  0.0354  -0.3953
C  0.1905  -0.3636  1.4871
C  -0.9946  -1.7839  -1.2983
P  -0.2571  -3.1705  -0.5853
O  -0.3173  -4.1878  -1.7267
O  1.2547  -2.9944  -0.1833
O  -1.1163  -3.6166  0.6518
B  0.9733  1.0851  -1.6386
O  0.5513  1.4974  -2.8545
C  2.4981  1.4366  -1.2003
C  2.5102  2.0488  0.2150
H  -2.2653  2.6260  1.6940
H  -2.1922  1.1697  2.7119
H  -3.7443  1.9393  2.4069
H  -2.9160  -0.2488  0.9901
H  -3.9755  1.0229  0.3260
H  0.2414  0.5672  2.0466
H  -0.4954  -1.0243  2.0129
H  1.1927  -0.7834  1.4968
H  -2.0605  -1.8759  -1.0858
H  -0.8089  -1.7593  -2.3681
H  1.4432  -3.0491  0.7589
H  -0.6116  -3.8953  1.4250
H  1.2743  1.6784  -3.4620
H  3.0888  0.4702  -1.2040
H  2.9368  2.1741  -1.9251
H  2.7452  1.2705  0.9335
H  1.5231  2.4287  0.4538
H  3.2493  2.8337  0.3127
Fe  4.2707  0.8094  -2.4696

=====

Entry 4:
Formula: C17H17NO5
Source: the OMol25 dataset
Level of theory: the ωB97M-V functional and the def2-TZVPD basis

Its SMILES is NC(=O)[C@H]1CCCC[C@@H]1OC(=O)c1cc(=O)c2ccccc2o1. The calculation puts the HOMO energy at -9.56 eV. Its HOMO-LUMO gap is 0.323 Ha. The net charge is 0. The multiplicity is 1.

Atoms and positions in Å:
O  -1.3217  -2.1364  0.9977
O  -4.9638  0.4939  -1.4860
O  3.8322  -0.7528  2.6939
O  -1.5198  1.3564  0.4309
O  0.3645  -0.5630  0.6517
C  -0.9591  -0.9649  0.7336
C  -4.0324  0.7679  -0.7898
C  3.0810  -0.3605  1.8316
C  -3.1863  -0.2823  -0.2053
C  -2.0065  0.0548  0.4046
C  -2.8693  4.7372  0.0289
C  -4.0941  4.5310  -0.5780
C  -2.0302  3.6832  0.3862
C  -4.4840  3.2411  -0.8372
C  -2.4118  2.3715  0.0959
C  -3.6610  2.1316  -0.4984
N  2.4988  0.8543  2.1002
C  2.1125  -3.2628  -1.3730
C  3.5662  -2.8705  -1.1229
C  1.1526  -2.1742  -0.9786
C  3.7570  -2.2337  0.2380
C  1.3552  -1.5888  0.4343
C  2.8029  -1.0805  0.5030
H  -3.4535  -1.3317  -0.2992
H  -2.5574  5.7938  0.1877
H  -4.6974  5.3546  -0.9329
H  -1.0678  3.8501  0.9023
H  -5.4788  3.0669  -1.2785
H  2.6267  1.2206  3.0620
H  1.6625  1.1216  1.5790
H  1.9786  -3.5233  -2.4056
H  1.9221  -4.1648  -0.7387
H  4.2402  -3.7213  -1.2985
H  3.8342  -2.1175  -1.8745
H  1.2664  -1.3827  -1.7262
H  0.1437  -2.5532  -1.0473
H  3.6432  -2.9855  1.0233
H  4.7926  -1.8413  0.3061
H  1.2156  -2.3456  1.2185
H  2.9461  -0.3932  -0.3386

=====

| no. | strongest force on any atom (hartree/bohr) |
| --- | --- |
| 1 | 0.03240 |
| 2 | 0.06582 |
| 3 | 0.02737 |
| 4 | 0.07695 |